A cluster of 2 separate species, C2H10N2S2 in total, computed with wB97M-V/def2-TZVPD.

SMILES: NCCN.SS
HOMO energy, eV: -8.341

Geometry (Å):
N -1.052 -2.377 0.710
C 0.087 -1.509 0.350
C -0.052 -0.175 1.070
N 1.018 0.732 0.651
H -0.926 -2.725 1.652
H -1.026 -3.211 0.129
H 0.068 -1.347 -0.724
H 1.052 -1.949 0.622
H -1.009 0.251 0.796
H -0.053 -0.380 2.144
H 0.863 1.659 1.029
H 1.897 0.438 1.064
S 0.539 3.361 -2.551
S -1.043 2.010 -2.254
H 0.968 2.718 -3.643
H -1.332 2.505 -1.045

Results of the Löwdin charge analysis, in e, for atoms 1 through 6:
1. N -0.0193
2. C -0.2980
3. C -0.3116
4. N -0.0129
5. H 0.0567
6. H 0.0596

A cluster of 2 separate species, C2H10N3O in total, computed with wB97M-V/def2-TZVPD.

HOMO energy, eV: -14.267
Net charge: +1

Geometry (Å):
C -0.932 1.470 0.845
N -0.107 0.292 0.589
C 0.586 0.171 -0.547
N 1.804 -0.433 -0.408
N 0.373 0.871 -1.641
H -1.976 1.131 0.651
H -0.803 2.399 0.300
H -0.966 1.719 1.915
H -0.281 -0.540 1.180
H 1.938 -1.009 0.405
H 2.312 -0.664 -1.247
H 0.968 0.998 -2.444
H -0.560 1.238 -1.765
H -0.555 -3.201 1.097
H -1.287 -2.166 0.254
O -0.515 -2.275 0.816

Results of the Löwdin charge analysis, in e, for atoms 1 through 6:
1. C -0.0496
2. N 0.0156
3. C -0.4365
4. N 0.2022
5. N 0.2236
6. H 0.0996

A cluster of 2 separate species, C2H10N3O in total, computed with wB97M-V/def2-TZVPD.

HOMO energy, eV: -14.969
Net charge: +1

Geometry (Å):
C -1.008 0.101 1.630
N -1.296 -0.569 0.297
C -0.593 -0.493 -0.798
N -0.603 -1.552 -1.712
N 0.068 0.713 -0.972
H -1.703 -0.402 2.307
H -1.131 1.215 1.569
H 0.058 -0.038 1.855
H -2.203 -0.822 0.125
H -1.128 -2.349 -1.459
H -0.362 -1.517 -2.674
H 0.586 0.702 -1.935
H 0.789 0.970 -0.201
H 2.590 0.614 0.911
H 3.310 1.836 0.255
O 2.627 1.593 0.802

Results of the Löwdin charge analysis, in e, for atoms 1 through 6:
1. C 0.0144
2. N 0.0309
3. C -0.3936
4. N 0.2225
5. N 0.1585
6. H 0.0994

A cluster of 2 separate species, C2H10N3OP in total, computed with wB97M-V/def2-TZVPD.

HOMO energy (alpha / beta), eV: -8.296 / -8.297

Geometry (Å):
C 0.799 0.312 -1.424
C 2.986 0.575 -0.858
N -3.919 -0.620 1.477
N 1.396 0.437 0.887
N 1.804 0.454 -0.331
O -1.411 -0.356 1.480
P -2.603 -0.594 0.363
H 0.834 -0.655 -1.910
H -0.065 0.640 -0.967
H 0.919 1.050 -2.291
H 3.925 0.492 -0.225
H 3.175 0.373 -1.880
H -2.475 -2.092 0.208
H -3.782 0.187 2.059
H -3.907 -1.416 2.070
H 2.134 0.408 1.548
H -0.550 -0.450 1.101

Results of the Löwdin charge analysis, in e, for atoms 1 through 6:
1. C -0.0223
2. C -0.0195
3. N -0.2522
4. N 0.0692
5. N -0.3800
6. O -0.4078

Result set for energy relative to the best compared isomer or geometry (same formula, charge and spin): 14.20, 20.34, 43.23, 109.93 kcal per mole, one per record in the order listed.
Result set for largest force on an atom: 0.0109, 0.0745, 0.0886, 0.0730 Eh/bohr, one per record in the order listed.